[1]
Formula: C48H59BBr2CaN10O9
Source: the OMol25 dataset
Level of theory: ωB97M-V with the def2-TZVPD basis set

The geometry in ORCA input format:
```
! RIJCOSX wB97M-V def2-TZVPD def2/J DEFGRID3
* xyz -2 1
Br -5.078 -5.122 -1.143
Br 1.749 0.516 -3.223
Ca 0.371 0.707 -0.774
O -3.463 0.470 -0.929
O -5.530 -1.062 -1.750
O -7.135 4.230 -4.264
O -7.325 0.023 -2.205
O -5.412 5.497 -4.017
O -0.984 -0.823 -2.000
O -1.062 2.037 -1.608
O -1.737 4.101 -1.095
O -1.641 -1.474 0.436
N 0.763 0.239 2.716
N 2.145 -1.464 1.258
N 2.388 1.701 0.468
N 0.033 1.193 2.073
N -1.438 -0.875 -4.510
N 1.806 -1.413 -0.061
N 2.860 1.006 1.543
N -5.995 4.431 -3.845
N -2.885 -2.287 -5.432
N -6.102 -0.027 -2.045
C -0.661 0.181 -6.648
C -0.711 0.998 4.178
C -5.976 2.194 -2.913
C -1.946 2.952 -1.495
C -2.270 -2.143 -0.555
C -1.815 2.747 2.567
C 2.683 -2.673 1.552
C 2.037 -2.912 -2.058
C 2.687 -3.419 0.395
C -2.530 -1.604 -7.852
C -0.857 1.650 2.941
C -2.341 -1.455 1.672
C 3.934 1.641 2.072
C -1.946 -1.738 -1.862
C -2.308 -1.822 -4.277
C 4.177 2.757 1.307
C 3.015 -4.540 3.183
C 0.861 -0.916 4.954
C -4.024 3.594 -2.621
C 3.121 5.222 -0.032
C -1.420 -0.693 -5.876
C -3.190 -3.148 -0.349
C -1.774 -0.726 -8.609
C 6.031 1.822 3.423
C 4.811 -2.821 2.828
C 2.138 -2.584 -0.592
C 0.333 -2.308 4.592
C -3.549 -3.335 -2.725
C -0.853 0.150 -8.017
C -3.360 2.614 -1.950
C 3.167 2.763 0.326
C -5.335 1.183 -2.227
C 3.791 1.714 4.556
C 4.618 1.249 3.352
C -2.880 2.235 1.603
C 2.974 3.850 -0.700
C -5.329 3.393 -3.120
C 0.682 -3.512 -2.459
C 0.327 0.105 3.992
C -3.992 1.321 -1.652
C 1.641 3.780 -1.425
C -2.458 3.376 3.800
C -3.804 -3.744 -1.448
C 0.510 -0.564 6.396
C -2.333 -1.572 -6.478
C 3.170 -3.855 -2.470
C -2.609 -2.317 -2.941
C 3.301 -3.073 2.864
B 2.154 -0.213 2.171
H 1.527 4.643 -2.085
H -2.432 1.726 0.754
H 2.779 1.309 4.519
H 0.791 -4.127 -3.356
H 5.277 -3.459 2.072
H -2.291 -2.432 2.164
H -1.227 3.516 2.056
H -1.899 -0.713 -9.685
H -0.570 -0.611 6.557
H 6.009 2.913 3.465
H -3.534 4.546 -2.764
H 6.621 1.530 2.553
H 1.950 -0.928 4.866
H 0.578 -2.565 3.560
H 2.874 -2.469 3.662
H -0.282 0.818 -8.649
H -3.069 2.642 4.334
H -3.593 -2.993 -5.493
H 0.797 3.818 -0.732
H 3.032 -4.856 -2.048
H -1.853 -0.716 2.292
H 2.161 -1.972 -2.596
H 0.846 0.442 6.651
H -1.290 1.146 5.073
H -1.713 3.770 4.495
H -0.755 -2.328 4.690
H 0.754 -3.072 5.252
H -4.089 -3.782 -3.549
H -3.530 1.508 2.100
H 5.028 -1.787 2.562
H 4.955 3.488 1.446
H 3.786 3.743 -1.430
H -3.114 4.194 3.498
H -6.976 2.039 -3.284
H -3.243 -2.277 -8.313
H 3.183 -3.956 -3.557
H 0.267 -4.141 -1.667
H -3.456 -3.458 0.650
H -3.381 -1.167 1.501
H 1.552 2.886 -2.039
H 4.144 -3.481 -2.149
H 3.055 -4.423 0.272
H 3.035 6.011 -0.782
H 1.944 -4.747 3.168
H 4.077 5.340 0.481
H 6.538 1.465 4.323
H 3.405 -4.798 4.171
H 2.322 5.365 0.700
H 4.695 0.162 3.397
H -3.494 3.053 1.222
H 2.799 -0.521 3.126
H 5.270 -3.039 3.796
H 0.049 0.842 -6.167
H 3.711 2.804 4.554
H -0.939 -0.517 -2.951
H 4.259 1.402 5.494
H 3.494 -5.198 2.455
H -0.030 -2.723 -2.686
H 0.980 -1.272 7.083
*
```

Values from the calculation:
- HOMO level (eV) = -2.87
- relative energy (zero: lowest compared OMol25 entry of this formula, charge and spin) (eV) = 1.590
- Kohn-Sham gap (eV) = 6.5

Here are the Löwdin charges for atoms 1 to 99, given in e: atom 1 (Br): 0.69, atom 2 (Br): -0.09, atom 3 (Ca): 1.14, atom 4 (O): 0.02, atom 5 (O): 0.07, atom 6 (O): 0.01, atom 7 (O): 0.00, atom 8 (O): 0.02, atom 9 (O): -0.12, atom 10 (O): -0.26, atom 11 (O): 0.01, atom 12 (O): -0.07, atom 13 (N): 0.04, atom 14 (N): 0.04, atom 15 (N): 0.06, atom 16 (N): 0.12, atom 17 (N): 0.18, atom 18 (N): 0.09, atom 19 (N): 0.04, atom 20 (N): -0.38, atom 21 (N): 0.18, atom 22 (N): -0.35, atom 23 (C): 0.00, atom 24 (C): 0.02, atom 25 (C): 0.05, atom 26 (C): -0.62, atom 27 (C): -0.22, atom 28 (C): -0.35, atom 29 (C): -0.22, atom 30 (C): -0.37, atom 31 (C): 0.02, atom 32 (C): -0.04, atom 33 (C): -0.28, atom 34 (C): -0.05, atom 35 (C): -0.21, atom 36 (C): -0.22, atom 37 (C): -0.22, atom 38 (C): 0.02, atom 39 (C): -0.08, atom 40 (C): -0.37, atom 41 (C): 0.05, atom 42 (C): -0.08, atom 43 (C): -0.19, atom 44 (C): -0.05, atom 45 (C): -0.12, atom 46 (C): -0.08, atom 47 (C): -0.05, atom 48 (C): -0.26, atom 49 (C): -0.05, atom 50 (C): -0.09, atom 51 (C): -0.10, atom 52 (C): -0.04, atom 53 (C): -0.25, atom 54 (C): -0.06, atom 55 (C): -0.05, atom 56 (C): -0.37, atom 57 (C): -0.06, atom 58 (C): -0.36, atom 59 (C): -0.17, atom 60 (C): -0.04, atom 61 (C): -0.24, atom 62 (C): -0.29, atom 63 (C): -0.10, atom 64 (C): -0.09, atom 65 (C): -0.68, atom 66 (C): -0.08, atom 67 (C): -0.19, atom 68 (C): -0.09, atom 69 (C): -0.07, atom 70 (C): -0.37, atom 71 (B): -0.50, atom 72 (H): 0.09, atom 73 (H): 0.05, atom 74 (H): 0.06, atom 75 (H): 0.08, atom 76 (H): 0.08, atom 77 (H): 0.09, atom 78 (H): 0.14, atom 79 (H): 0.09, atom 80 (H): 0.08, atom 81 (H): 0.07, atom 82 (H): 0.12, atom 83 (H): 0.08, atom 84 (H): 0.11, atom 85 (H): 0.07, atom 86 (H): 0.09, atom 87 (H): 0.09, atom 88 (H): 0.07, atom 89 (H): 0.15, atom 90 (H): 0.07, atom 91 (H): 0.07, atom 92 (H): 0.07, atom 93 (H): 0.02, atom 94 (H): 0.08, atom 95 (H): 0.10, atom 96 (H): 0.07, atom 97 (H): 0.08, atom 98 (H): 0.08, atom 99 (H): 0.10

[2]
Formula: C48H60AsBaN4O2P2Se2
Source: the OMol25 dataset
Level of theory: ωB97M-V with the def2-TZVPD basis set

The geometry in ORCA input format:
```
! RIJCOSX wB97M-V def2-TZVPD def2/J DEFGRID3
* xyz 1 1
Ba -0.957 -0.364 0.047
Se 0.586 0.800 -2.665
Se 2.305 -1.420 -0.365
As 1.027 2.252 1.425
P 2.314 -0.444 -2.281
P -2.581 2.346 -2.220
O -2.064 0.071 2.345
O -0.333 -2.556 1.302
N 1.795 -2.751 3.618
N -0.775 -0.136 4.561
N -3.812 -0.509 0.043
N -1.646 -2.631 -1.259
C 1.226 4.688 -0.211
C 1.323 -7.829 0.133
C 1.360 -5.772 1.579
C -2.868 1.661 -3.903
C -3.151 0.093 3.000
C 0.289 3.583 0.161
C 2.899 2.225 0.893
C -3.145 0.171 4.435
C -4.442 0.016 2.375
C 1.637 -3.930 3.036
C 2.131 4.510 -1.259
C 6.103 2.112 -2.840
C -4.666 -0.255 0.951
C -4.382 -0.783 -1.280
C 2.838 -3.564 -5.627
C 4.912 0.395 -1.649
C 3.037 5.508 -1.584
C 6.055 1.163 -1.829
C 3.372 -3.795 -4.366
C -5.572 0.151 3.155
C 1.207 3.416 2.991
C 3.811 0.578 -2.476
C 0.109 -3.690 1.010
C 2.150 6.891 0.165
C 0.940 -6.412 0.460
C 3.190 -2.866 -3.352
C 5.005 2.293 -3.673
C -1.651 3.857 -2.689
C 3.051 6.701 -0.872
C 0.463 -0.490 5.250
C 1.020 -4.412 1.881
C -1.199 -3.818 -1.204
C 1.642 -0.399 4.294
C -6.859 0.473 5.310
C 1.938 -1.469 -4.861
C -3.999 -2.135 -1.877
C -1.935 0.019 5.135
C 1.244 5.889 0.493
C -4.348 0.299 5.169
C 1.593 -1.382 3.135
C -2.554 -2.317 -2.357
C -5.567 0.319 4.554
C -0.308 -4.392 -0.194
C 0.103 -5.678 -0.415
C 3.861 1.533 -3.492
C -4.229 3.091 -1.894
C 2.474 -1.697 -3.596
C 2.121 -2.402 -5.872
H 0.002 3.008 -0.718
H 1.367 -0.567 -5.046
H 2.146 7.822 0.718
H 2.372 -1.143 2.408
H 3.448 1.558 1.559
H 1.702 -2.220 -6.853
H -2.524 -3.105 -3.117
H 3.592 -3.049 -2.363
H 0.650 -1.358 2.599
H -4.246 -2.934 -1.172
H 2.981 -4.290 -6.417
H 2.125 3.577 -1.814
H 3.000 1.687 -4.132
H 2.008 -6.299 2.272
H 0.604 0.185 6.094
H -6.535 0.106 2.653
H 1.859 -7.885 -0.816
H -2.207 -1.398 -2.843
H -4.288 0.373 6.251
H -4.180 3.706 -0.994
H -0.621 3.964 0.631
H -0.649 3.587 -3.028
H 5.041 3.030 -4.465
H -4.647 -2.275 -2.746
H -4.050 0.007 -1.959
H -4.555 3.715 -2.729
H 2.139 -4.706 3.608
H 1.741 4.324 2.708
H 1.771 2.912 3.775
H -1.920 1.300 -4.305
H 1.969 -8.248 0.905
H 3.736 5.351 -2.396
H -5.476 -0.740 -1.230
H 0.223 3.678 3.380
H 2.980 1.828 -0.117
H 4.863 -0.341 -0.855
H 3.931 -4.701 -4.171
H -7.535 -0.361 5.116
H 3.757 7.480 -1.129
H 6.994 2.711 -2.979
H 6.908 1.020 -1.178
H 0.368 -1.506 5.645
H -4.974 2.311 -1.728
H -6.682 0.516 6.384
H 3.326 3.227 0.930
H 2.564 -0.533 4.867
H -0.247 -6.170 -1.319
H 1.686 0.607 3.875
H -3.566 0.822 -3.879
H 0.444 -8.470 0.049
H -7.379 1.389 5.022
H -1.958 -0.011 6.222
H -1.550 4.525 -1.834
H -3.271 2.427 -4.568
H -0.830 -0.097 3.533
H -2.169 4.386 -3.492
H 0.534 6.050 1.297
H 2.365 -2.800 4.449
H -5.732 -0.260 0.691
H -1.489 -4.527 -1.990
*
```

Values from the calculation:
- HOMO level (eV) = -9.52
- relative energy (zero: lowest compared OMol25 entry of this formula, charge and spin) (eV) = 0.378
- Kohn-Sham gap (eV) = 6.7

Here are the Löwdin charges for atoms 1 to 99, given in e: atom 1 (Ba): 1.45, atom 2 (Se): 0.19, atom 3 (Se): 0.29, atom 4 (As): 1.08, atom 5 (P): 0.14, atom 6 (P): 0.73, atom 7 (O): -0.27, atom 8 (O): -0.26, atom 9 (N): 0.08, atom 10 (N): 0.08, atom 11 (N): -0.04, atom 12 (N): -0.10, atom 13 (C): -0.32, atom 14 (C): -0.04, atom 15 (C): 0.01, atom 16 (C): -0.30, atom 17 (C): -0.30, atom 18 (C): -0.37, atom 19 (C): -0.30, atom 20 (C): -0.12, atom 21 (C): -0.10, atom 22 (C): 0.00, atom 23 (C): -0.06, atom 24 (C): -0.08, atom 25 (C): -0.10, atom 26 (C): -0.24, atom 27 (C): -0.08, atom 28 (C): -0.12, atom 29 (C): -0.07, atom 30 (C): -0.07, atom 31 (C): -0.08, atom 32 (C): 0.03, atom 33 (C): -0.31, atom 34 (C): -0.41, atom 35 (C): -0.35, atom 36 (C): -0.08, atom 37 (C): -0.26, atom 38 (C): -0.11, atom 39 (C): -0.08, atom 40 (C): -0.30, atom 41 (C): -0.09, atom 42 (C): -0.15, atom 43 (C): -0.11, atom 44 (C): -0.10, atom 45 (C): -0.15, atom 46 (C): -0.04, atom 47 (C): -0.11, atom 48 (C): -0.16, atom 49 (C): 0.01, atom 50 (C): -0.06, atom 51 (C): 0.01, atom 52 (C): -0.19, atom 53 (C): -0.23, atom 54 (C): -0.26, atom 55 (C): -0.11, atom 56 (C): 0.04, atom 57 (C): -0.11, atom 58 (C): -0.30, atom 59 (C): -0.39, atom 60 (C): -0.08, atom 61 (H): -0.02, atom 62 (H): 0.06, atom 63 (H): 0.10, atom 64 (H): 0.07, atom 65 (H): 0.02, atom 66 (H): 0.10, atom 67 (H): 0.12, atom 68 (H): 0.07, atom 69 (H): 0.07, atom 70 (H): 0.12, atom 71 (H): 0.10, atom 72 (H): 0.09, atom 73 (H): 0.08, atom 74 (H): 0.12, atom 75 (H): 0.13, atom 76 (H): 0.13, atom 77 (H): 0.08, atom 78 (H): 0.10, atom 79 (H): 0.13, atom 80 (H): 0.04, atom 81 (H): 0.08, atom 82 (H): 0.01, atom 83 (H): 0.11, atom 84 (H): 0.12, atom 85 (H): 0.06, atom 86 (H): 0.04, atom 87 (H): 0.14, atom 88 (H): 0.02, atom 89 (H): 0.01, atom 90 (H): 0.01, atom 91 (H): 0.08, atom 92 (H): 0.10, atom 93 (H): 0.11, atom 94 (H): 0.02, atom 95 (H): -0.01, atom 96 (H): 0.06, atom 97 (H): 0.10, atom 98 (H): 0.08, atom 99 (H): 0.10

What is the formula in the first record? C48H59BBr2CaN10O9